ORCA calculation (ωB97M-V/def2-TZVPD) on a 7-piece molecular cluster, C7H22ClO12 overall at a distorted geometry.

Positions of all 42 atoms, in Å:
Cl  0.085  -1.235  0.874
O  0.444  -2.229  -0.135
O  0.769  -0.012  0.551
O  -1.342  -1.046  0.842
O  0.381  -1.904  2.152
O  -2.996  -3.569  2.190
H  -3.564  -3.008  1.662
H  -2.212  -3.042  2.341
O  -0.481  -4.924  0.512
H  -0.713  -4.407  -0.260
H  0.071  -4.343  1.034
C  -0.664  2.722  -0.515
C  -1.896  2.561  0.373
C  -1.964  3.576  1.383
O  -3.189  4.174  1.210
C  -3.716  3.774  0.065
O  -4.870  4.176  -0.359
O  -3.034  2.788  -0.454
H  -0.490  1.970  -1.285
H  0.267  2.770  0.050
H  -0.648  3.734  -0.919
H  -2.111  1.574  0.782
H  -1.078  4.203  1.286
H  -1.847  3.079  2.346
C  2.753  -0.268  -2.402
O  3.807  0.482  -2.872
H  2.294  -0.715  -3.284
H  2.857  -1.119  -1.730
H  2.031  0.403  -1.938
H  4.592  0.052  -3.219
C  1.450  2.094  3.697
O  0.628  2.300  2.538
H  2.522  1.926  3.594
H  1.379  3.009  4.286
H  0.968  1.355  4.337
H  0.729  1.572  1.921
C  1.423  -3.764  -3.803
O  1.093  -4.098  -2.529
H  1.115  -2.719  -3.782
H  2.489  -3.817  -4.025
H  0.889  -4.413  -4.497
H  1.779  -3.662  -2.019

Output
<S²> = 0.77
HOMO energy (alpha / beta) = -10.297 / -10.297 eV
Orbital gap (alpha / beta) = 10.07 / 3.51 eV
Charge = 0
2S+1 = 2
LUMO level (alpha / beta) = -0.23 / -6.79 eV
DFT total energy = -1642.4826 Eh